Molecular formula: CH3O2S
Method: DFT, ωB97M-V/def2-TZVPD

The geometry in XYZ format:
```
7
Properties=species:S:1:pos:R:3:forces:R:3
C -0.711267 -0.115313 -0.098015 0.8 0.0 -0.1
O 1.235409 2.156749 0.154725 -0.1 -0.8 -0.2
O 1.495186 -1.471283 0.520527 0.1 -0.2 0.1
S 1.067164 -0.448875 -0.483465 -0.9 1.0 0.3
H -1.168421 -1.021362 0.287933 0.0 -0.2 -0.1
H -1.193552 0.211917 -1.014060 -0.1 0.1 -0.1
H -0.724522 0.688168 0.632352 0.1 0.1 0.0
```
Positions in Å, forces in eV/Å.

## Properties
Kohn-Sham gap (spin up / spin down), eV: 7.1 / 6.6
F_max, Eh/bohr: 0.02714
Net charge: -1
Calculated total energy, eV: -16012.437
Relative energy (zero: lowest compared OMol25 entry of this formula, charge and spin), kJ/mol: 515.6
LUMO (spin up / spin down), eV: 3.8 / 4.0



Molecular formula: C11H23N4O11PS
Method: DFT, ωB97M-V/def2-TZVPD

The geometry in XYZ format:
```
51
Properties=species:S:1:pos:R:3:forces:R:3
C 1.805128 -4.171028 2.826984 0.6 0.2 -0.3
C 2.109077 -3.468699 1.397398 0.5 -0.4 1.9
O 0.803963 -3.202106 0.772952 0.9 2.5 -0.3
C 0.922298 -1.943690 0.099373 0.4 0.0 -2.1
C -0.002264 -1.615872 -1.182273 2.1 -1.0 -2.0
N -0.317342 -0.162264 -1.129150 0.9 0.8 1.0
C -1.606366 0.278053 -0.491844 -1.6 0.2 -0.1
C -2.670861 -0.885607 -0.218504 -0.8 0.7 0.3
C -3.808717 -0.228637 0.758263 2.2 0.7 -1.1
S -5.529807 -0.717170 0.313338 -4.8 -1.8 4.8
O -5.712816 -2.195724 0.138173 1.6 3.6 -1.2
O -6.410872 -0.296150 1.479702 2.9 -0.1 -3.4
O -6.016284 0.212094 -0.990887 1.2 -1.6 1.1
C 0.668327 0.385261 -0.159498 -1.7 -2.2 -0.3
N 1.272481 1.552104 -0.269243 0.1 -4.8 1.4
C 2.246377 1.945901 0.828099 1.4 1.3 -0.1
C 1.879548 3.341441 1.530058 0.5 0.3 1.3
C 1.375888 3.184294 3.055175 -3.7 1.3 0.5
O 0.206883 3.553975 3.337972 4.6 -1.6 -1.0
O 2.236862 2.680975 4.093802 -1.3 -0.6 -2.4
P 1.104396 2.732386 -1.604070 -1.3 5.9 -2.0
O -0.212816 2.416203 -2.623672 3.3 -2.2 1.3
O 2.564342 2.988762 -2.441434 -2.4 -3.4 1.7
N 0.752194 -0.673916 0.866256 1.7 1.2 0.9
H 2.308916 -3.586477 3.680820 -0.8 -0.8 -1.3
H 2.245843 -5.232041 2.867078 -1.0 1.6 -0.1
H 0.675489 -4.143828 2.972476 1.6 -0.3 -0.1
H 2.771733 -4.124968 0.726152 -1.2 1.0 0.8
H 2.655899 -2.481236 1.628691 -0.9 -1.5 -0.6
H 1.981428 -1.912241 -0.342875 -1.4 0.1 0.8
H 0.774604 -1.655770 -2.040210 -1.4 -0.1 1.1
H -0.773684 -2.363163 -1.555084 0.5 1.4 1.1
H -2.079596 1.053669 -1.203046 0.7 -1.1 1.3
H -1.402242 0.792422 0.513812 -0.3 -0.5 -1.3
H -2.264165 -1.781561 0.364949 -0.4 1.2 -1.2
H -3.157240 -1.189700 -1.210224 0.9 0.1 1.5
H -3.525644 -0.540145 1.828803 -1.4 0.3 -1.6
H -3.674427 0.915408 0.707598 -0.8 -1.7 0.0
H -6.814992 -0.240679 -1.349003 0.5 0.2 0.3
H 2.386851 1.132471 1.609161 -0.5 0.8 -1.4
H 3.248732 2.100417 0.274892 -1.6 -0.4 0.9
H 1.070947 3.941464 0.995088 1.2 -1.0 0.7
H 2.837256 3.975282 1.592452 -1.4 -1.0 -0.2
H 1.967029 1.728903 4.161171 0.4 1.1 0.3
H 0.012108 1.579457 -3.133382 -0.4 0.9 -0.4
H 2.784014 2.121080 -2.871337 0.4 1.0 -1.0
H 0.009395 -0.706219 1.579526 0.4 0.3 -0.6
N 2.077096 1.226664 -5.550945 0.6 0.2 -1.2
O 2.113173 0.832969 -6.722398 -0.2 0.0 0.5
O 2.881176 2.091624 -5.154013 0.1 0.0 0.6
O 1.230682 0.755611 -4.757122 -0.7 -0.4 1.1
```
Positions in Å, forces in eV/Å.

## Properties
Kohn-Sham gap, eV: 5.7
F_max, Eh/bohr: 0.13745
Calculated total energy, eV: -60376.139
LUMO, eV: -2.1



Molecular formula: C11H15N2O3Se4Tl
Method: DFT, ωB97M-V/def2-TZVPD

The geometry in XYZ format:
```
36
Properties=species:S:1:pos:R:3:forces:R:3
Tl 0.528009 -1.486594 -0.879075 0.0 -0.3 -0.2
Se -3.527953 1.325470 0.526270 0.1 0.1 0.0
Se -2.137343 -0.571776 0.586799 -0.2 0.3 0.3
Se -3.101567 -2.199653 -0.749583 -0.1 -0.3 -0.1
Se -2.102645 -2.027900 -2.856092 0.0 0.1 -0.2
N -1.388669 1.434655 -2.120541 0.0 0.1 -0.1
C -0.233694 1.529598 -1.425395 0.1 0.3 -0.5
N -0.195933 2.469861 -0.439451 -0.1 0.1 0.3
O 0.784856 0.889451 -1.750604 0.1 0.0 0.1
H -2.238434 1.711665 -1.631893 0.0 -0.1 0.1
H -1.479805 0.595777 -2.683923 0.0 -0.1 0.1
H -1.084419 2.671619 0.011390 0.0 -0.1 0.0
H 0.584062 2.376148 0.194190 0.0 -0.1 0.0
C 3.131705 5.383862 2.525476 0.0 -0.2 0.0
C 2.760400 3.925750 2.422020 0.0 0.1 0.0
C 1.555334 3.460220 2.927149 0.1 -0.1 0.0
C 1.226926 2.105814 2.894385 0.1 0.1 0.0
C -0.077871 1.634744 3.460125 -0.1 -0.1 -0.1
C 2.124903 1.202421 2.323295 -0.1 -0.1 0.1
C 3.335802 1.657325 1.797725 0.1 0.0 0.0
C 4.286544 0.687727 1.149744 -0.1 0.0 0.0
C 3.640312 3.012599 1.853767 -0.1 0.0 0.1
C 1.791958 -0.290997 2.280996 0.0 -0.2 -0.4
O 2.390072 -1.021978 3.082700 0.0 0.1 0.1
O 0.950989 -0.639168 1.398885 0.3 0.4 0.6
H 2.257002 5.983573 2.777435 0.0 0.1 0.0
H 3.550422 5.746763 1.585108 0.0 0.1 0.0
H 3.884236 5.532032 3.305119 0.0 0.1 0.0
H 0.845740 4.162378 3.354301 0.0 0.0 0.1
H -0.503978 2.362045 4.151562 0.0 0.0 0.0
H 0.039071 0.676226 3.966423 0.0 0.0 0.0
H -0.802467 1.482466 2.659523 -0.1 -0.1 -0.1
H 3.872619 0.360209 0.192604 0.1 0.0 0.0
H 4.409823 -0.198335 1.772111 0.0 0.0 0.0
H 5.260724 1.147086 0.973879 0.0 0.0 0.0
H 4.586633 3.364783 1.451833 0.0 0.0 0.0
```
Positions in Å, forces in eV/Å.

## Properties
Kohn-Sham gap, eV: 5.4
F_max, Eh/bohr: 0.01534
Net charge: -2
Calculated total energy, eV: -286857.663
LUMO, eV: 4.5



Molecular formula: C6H8O2
Method: DFT, ωB97M-V/def2-TZVPD

The geometry in XYZ format:
```
16
Properties=species:S:1:pos:R:3:forces:R:3
C 0.122387 -0.216717 -1.947425 -1.2 -1.8 -1.3
C -1.916554 -0.290860 1.682033 0.3 -0.6 0.5
C 0.293080 -0.096915 0.505134 -0.2 -0.9 0.0
C -1.015601 -0.370264 0.503468 -0.9 -0.9 -1.9
C 0.858154 0.273516 -0.788927 -0.4 -0.2 0.8
C 1.916271 1.088062 -0.989657 -0.1 -0.4 -0.3
O -0.773098 -1.123368 -2.000732 1.9 2.1 -0.6
O 1.096935 -0.131453 1.629298 0.3 0.8 0.2
H -1.242013 -1.128714 -0.874061 0.4 1.8 2.5
H 2.011849 -0.285313 1.366342 -0.1 0.1 0.0
H 0.384745 0.229115 -2.912161 0.2 -0.2 0.0
H -2.425010 0.678642 1.707453 0.1 -0.1 -0.1
H -1.359332 -0.395099 2.617205 -0.1 0.0 0.2
H -2.699189 -1.056659 1.646637 0.1 0.1 0.0
H 2.282500 1.309601 -1.981718 -0.1 0.1 -0.1
H 2.464876 1.516426 -0.162888 0.0 -0.1 0.1
```
Positions in Å, forces in eV/Å.

## Properties
Kohn-Sham gap (spin up / spin down), eV: 6.5 / 6.5
F_max, Eh/bohr: 0.06105
Calculated total energy, eV: -10442.180
Relative energy (zero: lowest compared OMol25 entry of this formula, charge and spin), kJ/mol: 438.7
LUMO (spin up / spin down), eV: -1.0 / -1.0



Molecular formula: C5H6O
Method: DFT, ωB97M-V/def2-TZVPD

The geometry in XYZ format:
```
12
Properties=species:S:1:pos:R:3:forces:R:3
C -1.682821 0.479088 -0.119666 0.0 0.1 0.0
C -0.459368 -0.427770 -0.037123 0.0 0.0 0.0
C 0.829196 0.338161 0.214963 -0.2 0.5 0.3
C 2.198304 -1.104889 -1.005226 0.2 0.1 0.6
C 2.162393 -0.441429 0.110677 -0.2 -0.3 -0.7
O 0.859955 1.495745 0.545256 0.1 -0.6 -0.1
H -1.675728 1.192186 0.707872 -0.1 -0.1 -0.1
H -1.691068 1.052642 -1.051879 0.0 -0.1 0.1
H -2.609247 -0.102589 -0.069292 0.2 0.0 0.0
H -0.355098 -1.071555 -0.924038 0.2 0.2 0.2
H -0.551747 -1.125221 0.806978 0.1 0.0 -0.1
H 2.975225 -0.284374 0.821474 -0.3 0.1 -0.2
```
Positions in Å, forces in eV/Å.

## Properties
Kohn-Sham gap, eV: 9.6
F_max, Eh/bohr: 0.01490
Calculated total energy, eV: -7325.698
Relative energy (zero: lowest compared OMol25 entry of this formula, charge and spin), kJ/mol: 346.0
LUMO, eV: -0.8



Molecular formula: C3H5N3OS
Method: DFT, ωB97M-V/def2-TZVPD

The geometry in XYZ format:
```
13
Properties=species:S:1:pos:R:3:forces:R:3
H 1.447793 2.136625 0.918995 -0.2 -0.3 -0.4
N 1.278583 1.136932 0.796688 1.3 0.8 1.0
C 0.275148 0.814982 0.132187 -1.4 0.2 -0.4
N -0.602052 1.573377 -0.582387 -0.7 -0.1 -0.5
N 0.049916 -0.582285 0.031388 -0.7 -0.5 -0.1
C 1.208656 -1.355606 -0.135625 1.1 -2.4 0.1
O 1.197298 -2.577174 -0.018794 0.1 2.2 -0.3
C -1.165491 -1.232736 0.141346 0.2 0.2 -0.5
S -2.693462 -0.703358 0.274543 0.2 0.5 0.1
H -0.539065 2.556615 -0.498623 0.4 0.9 0.3
H -1.573676 1.301649 -0.709154 0.4 -0.6 0.2
H 2.149248 -0.777471 -0.397782 -1.2 -0.4 0.3
H -1.032894 -2.291545 0.047215 0.4 -0.5 0.1
```
Positions in Å, forces in eV/Å.

## Properties
Kohn-Sham gap, eV: 8.8
F_max, Eh/bohr: 0.05130
Calculated total energy, eV: -20544.751
Relative energy (zero: lowest compared OMol25 entry of this formula, charge and spin), kJ/mol: 87.6
LUMO, eV: -0.4



Molecular formula: C4H8O2
Method: DFT, ωB97M-V/def2-TZVPD

The geometry in XYZ format:
```
14
Properties=species:S:1:pos:R:3:forces:R:3
C -1.136022 3.363611 0.828401 -0.1 0.5 0.2
C -1.136032 2.692681 -0.517889 -2.2 -2.6 0.6
O -1.947132 1.757492 -0.714618 2.6 2.8 -0.3
H -0.754142 4.397941 0.797841 0.0 -0.4 0.0
H -0.478572 2.764991 1.481111 -0.2 0.2 -0.1
H -2.148922 3.375301 1.264861 0.4 -0.2 -0.2
H -0.328172 3.021871 -1.215508 -0.6 -0.5 -0.1
C 0.837477 -3.495907 -0.036739 -1.7 -2.4 1.0
C 1.615067 -2.420187 -0.569448 -0.4 1.3 -0.3
O 1.095497 -1.318018 -0.636509 1.9 -0.6 -0.4
H 1.324787 -4.484006 -0.089659 -0.1 0.4 0.0
H -0.062772 -3.513036 -0.673809 0.0 -0.2 0.5
H 0.527357 -3.311946 1.005661 0.0 0.0 -0.4
H 2.591587 -2.830787 -0.923698 0.3 1.5 -0.3
```
Positions in Å, forces in eV/Å.

## Properties
Kohn-Sham gap, eV: 10.8
F_max, Eh/bohr: 0.07503
Calculated total energy, eV: -8371.100
Relative energy (zero: lowest compared OMol25 entry of this formula, charge and spin), kJ/mol: 210.5
LUMO, eV: 1.1



Molecular formula: C26H63N4O8
Method: DFT, ωB97M-V/def2-TZVPD

The geometry in XYZ format:
```
101
Properties=species:S:1:pos:R:3:forces:R:3
N 1.433718 0.214093 1.203774 -0.1 -0.5 -0.4
C 1.716529 0.160152 -0.249163 0.1 0.7 0.5
C 2.232495 1.510740 -0.734619 0.2 0.2 -0.2
C 2.831525 1.528982 -2.142580 -0.3 -0.6 -0.1
C 1.870420 1.457020 -3.365627 0.1 0.2 0.5
C 0.363253 1.408930 -3.083475 -0.4 -0.2 -0.6
C -0.306092 0.085372 -3.298132 -0.1 -0.6 0.2
C 0.158608 -1.204766 -3.309949 0.1 0.7 -0.2
C 1.517412 -1.769527 -3.075373 -0.9 -0.8 0.1
C 1.482764 -2.889254 -2.046456 0.1 -0.1 0.0
O 2.378661 -3.656168 -1.932566 0.8 -0.4 0.2
O 0.363649 -2.960018 -1.286367 -0.4 0.9 0.2
N -0.928275 -2.028053 -3.593234 -0.1 0.9 -0.2
C -2.005042 -1.266564 -3.720691 -0.7 0.6 -0.1
N -1.692133 0.009520 -3.534586 1.2 -0.6 -0.1
C -2.611476 1.153917 -3.553820 -0.2 -0.1 0.7
C -3.936064 0.830119 -2.857170 -0.3 0.7 -0.4
C -3.993436 1.289931 -1.406279 0.3 -0.5 0.3
C -3.361933 0.317833 -0.383903 -0.4 -0.1 0.3
N -3.378389 -1.096006 -0.807607 0.5 0.2 -0.1
H 0.433339 0.206496 1.360344 0.0 0.2 0.1
H 1.772615 -0.649084 1.611073 0.0 0.1 0.3
H 0.819755 -0.107015 -0.814397 0.1 -0.4 -0.1
H 2.510450 -0.574839 -0.391534 -0.1 -0.2 -0.3
H 1.444300 2.259729 -0.638566 -0.1 0.1 0.1
H 3.004606 1.843889 -0.047512 0.0 0.0 0.2
H 3.455639 2.409880 -2.257268 0.0 0.2 0.1
H 3.527956 0.688328 -2.209079 0.1 0.0 0.0
H 2.053619 2.326908 -3.982816 0.0 0.1 -0.1
H 2.130977 0.623637 -4.008861 0.1 -0.1 -0.1
H -0.117896 2.064632 -3.810450 0.0 0.2 0.0
H 0.072986 1.792460 -2.105686 0.2 0.1 0.1
H 1.926967 -2.218513 -3.976687 0.2 0.2 -0.1
H 2.208830 -1.046300 -2.667423 0.1 0.3 -0.1
H 0.605422 -3.014888 -0.347175 0.0 -0.7 0.2
H -0.943026 -3.029614 -3.695375 0.1 -0.1 0.1
H -3.014657 -1.558138 -3.942150 0.1 -0.5 0.0
H -2.730384 1.562543 -4.552734 0.0 -0.4 -0.3
H -2.124122 1.923824 -2.965444 0.1 0.1 0.0
H -4.712601 1.365757 -3.401323 0.0 0.1 -0.1
H -4.209747 -0.216994 -2.930941 0.0 -0.1 0.1
H -3.492335 2.249214 -1.284236 -0.1 0.2 -0.1
H -5.033270 1.447809 -1.135509 -0.1 0.0 0.0
H -3.963461 0.388763 0.518874 0.0 0.1 0.1
H -2.362082 0.642694 -0.085948 0.1 0.1 -0.2
H -2.456007 -1.320948 -1.167286 0.0 -0.1 -0.1
H -3.468208 -1.693848 0.004186 -0.2 0.0 0.0
C 2.942095 6.198116 0.834758 0.1 0.0 0.0
C 2.285920 4.837046 0.695226 0.1 0.1 0.3
O 3.039769 3.817619 1.344612 0.0 0.1 -0.2
H 3.949323 6.177642 0.418313 0.0 0.0 0.0
H 2.365117 6.968125 0.320625 0.0 0.0 0.0
H 3.029691 6.477413 1.886743 -0.1 0.0 0.0
H 2.216838 4.553836 -0.355291 0.0 -0.1 0.0
H 1.272758 4.857424 1.113190 -0.1 0.0 -0.1
H 3.098157 4.048160 2.276753 0.0 -0.1 0.0
C -2.994141 2.017782 4.712969 -0.1 0.0 -0.5
C -3.020057 1.867847 3.203456 0.0 0.4 0.1
O -4.227396 2.381502 2.637081 0.0 -0.2 -0.2
H -3.840594 1.506512 5.161286 0.0 -0.1 0.0
H -2.076515 1.611338 5.132036 0.0 0.0 0.0
H -3.066035 3.070357 4.994798 0.1 0.0 0.0
H -2.968193 0.815168 2.921969 -0.1 0.0 -0.1
H -2.167990 2.387884 2.747657 0.1 -0.1 0.0
H -4.284462 3.313697 2.866698 0.0 0.0 0.0
C -3.518911 -0.538468 8.783577 -0.1 0.0 -0.1
C -2.521166 0.169099 7.885886 -0.1 0.2 0.3
O -3.000873 1.445436 7.466108 0.0 -0.1 0.2
H -4.470822 -0.665438 8.267213 0.0 0.0 0.0
H -3.149525 -1.519431 9.085042 0.0 0.0 0.0
H -3.711930 0.049162 9.683615 0.1 0.0 0.0
H -2.344347 -0.410379 6.979585 0.0 0.1 -0.1
H -1.564878 0.296158 8.403526 0.0 -0.1 0.0
H -3.150308 1.974164 8.256403 0.0 0.0 0.0
C -1.686864 -4.784176 3.139906 0.0 0.0 0.0
C -1.135780 -3.870302 2.063727 0.0 -0.4 0.0
O 0.281100 -4.016750 1.934133 0.0 0.4 -0.4
H -1.215812 -4.566444 4.097976 0.0 0.0 0.0
H -2.766034 -4.663285 3.242370 0.0 0.0 0.0
H -1.475561 -5.828788 2.903644 -0.1 0.0 0.0
H -1.330443 -2.826865 2.312322 0.1 0.0 0.0
H -1.604892 -4.089608 1.096564 -0.1 0.1 0.0
H 0.458812 -4.937035 1.706490 0.1 0.0 0.2
C 2.969727 4.087262 -7.725287 -0.1 0.0 0.1
C 3.754280 3.489897 -6.573178 0.0 -0.1 -0.3
O 3.199989 2.240626 -6.149087 0.0 0.1 0.1
H 1.927966 4.237593 -7.439293 0.0 0.1 0.0
H 3.390531 5.045363 -8.030825 0.0 0.0 0.0
H 2.978124 3.416239 -8.587211 0.1 0.0 0.0
H 3.729751 4.151537 -5.708486 0.0 -0.1 0.1
H 4.799040 3.339113 -6.859162 0.0 0.1 0.0
H 3.228718 1.641017 -6.900993 0.0 0.0 0.0
C 3.681117 -7.045105 0.915634 0.0 0.0 0.0
C 3.426186 -6.277754 2.200352 0.1 -0.3 0.0
O 2.425857 -6.914751 2.994041 -0.1 0.2 -0.1
H 2.760258 -7.137095 0.338225 0.0 0.1 0.0
H 4.430999 -6.545801 0.300810 0.0 0.0 0.0
H 4.030384 -8.056618 1.133912 0.1 0.0 0.0
H 3.059765 -5.274910 1.981876 0.0 0.0 0.1
H 4.348578 -6.184298 2.781686 0.0 0.1 -0.1
H 2.736821 -7.799464 3.207765 0.0 0.0 0.0
```
Positions in Å, forces in eV/Å.

## Properties
Kohn-Sham gap, eV: 9.4
F_max, Eh/bohr: 0.02659
Net charge: +1
Calculated total energy, eV: -50317.371
LUMO, eV: -2.2



Among the records above, which one has the highest F_max? C11H23N4O11PS